Entry 1:
A 3-piece molecular cluster, C11H28BFN4O6S overall. Source: the OMol25 dataset; level of theory: wB97M-V/def2-TZVPD.

## Properties
HOMO in eV: -8.18
E_tot in a.u.: -1629.38291
Kohn-Sham gap in Eh: 0.31116
Total charge: 0

XYZ file:
```
52
Properties=species:S:1:pos:R:3:forces:R:3:mulliken_charge:R:1
H -2.727798 1.371600 -4.782939 0.01 -0.01 0.00 0.3119
F 4.516246 -1.706270 -2.573641 0.02 0.02 0.01 -0.2345
H 0.222212 -2.925812 4.209805 -0.01 -0.01 0.00 0.2745
H -1.397124 -1.801092 7.398125 0.00 0.01 -0.01 0.3331
H -2.942645 -2.017965 6.565663 0.00 -0.01 0.01 0.2886
H -4.301351 0.225793 -2.123107 0.00 -0.01 -0.01 0.2891
C -4.413819 1.226048 -2.542484 0.02 -0.02 -0.01 -0.9760
H -1.330759 2.460251 -1.987278 -0.02 0.00 -0.01 0.2577
H 0.519586 -2.736595 5.951847 0.01 0.00 -0.01 0.3747
H -4.942378 1.162826 -3.491286 -0.01 0.00 0.01 0.4057
H -3.049394 -1.179505 4.579228 0.00 0.00 0.00 0.2287
C -2.734338 2.229888 -4.107606 0.04 0.06 0.00 -0.8109
O 5.592957 0.385472 -2.272980 0.06 0.03 0.05 -0.5953
N -3.116362 1.835475 -2.770825 -0.05 0.05 0.05 0.1291
C 0.956201 0.103823 1.093057 0.07 -0.14 0.18 -0.7826
H 0.820622 0.125909 2.176353 -0.09 0.06 -0.03 0.2523
O 4.943110 -0.997246 -0.323357 0.08 0.02 0.01 -0.5940
O -2.564081 1.660116 -0.579110 -0.12 0.16 0.03 -0.6854
S 4.672793 -0.476131 -1.612935 -0.20 -0.15 -0.14 1.1400
O -1.521929 -1.061463 3.239547 -0.04 0.02 0.03 -0.5506
C -1.995027 -1.367277 4.315520 0.04 -0.01 0.01 0.1188
C 0.105958 -2.260093 5.065687 0.00 -0.01 0.01 -0.8805
O 0.624352 -0.403739 -3.375245 0.61 -0.15 -0.14 -0.5730
N -0.800462 -0.792645 -0.381684 -0.13 0.08 0.01 -0.4488
H 3.401848 0.278770 -3.770334 -0.01 -0.02 0.03 0.3877
N 3.127420 0.062675 -1.691875 0.18 0.23 0.16 0.3194
H 0.993804 -1.765264 -0.003000 0.01 0.02 0.05 0.4158
H 1.876171 1.455123 -0.853813 0.02 0.00 0.01 0.3630
H 0.326933 -0.753965 -4.214806 -0.41 0.10 -0.04 0.2770
H 2.908334 -0.778106 0.793908 -0.01 0.06 0.05 0.4357
H 0.663219 -1.347005 4.853371 0.00 0.01 0.01 0.2679
H 0.435389 0.980066 0.693383 0.02 0.02 0.10 0.4440
H 1.243782 2.693311 -3.700279 0.20 0.07 -0.17 0.2869
H -1.451513 -1.560819 -0.495181 0.07 -0.03 -0.06 0.2001
H -1.729895 2.649593 -4.082938 -0.02 -0.06 -0.02 0.1964
H -5.001141 1.817159 -1.839284 0.00 0.01 0.00 0.2859
C 2.455231 0.213095 0.796780 -0.03 -0.05 -0.12 -0.9687
H 3.549403 1.687227 -0.391267 0.02 -0.03 0.00 0.4265
H 2.948676 0.767016 1.598204 0.00 0.03 -0.04 0.3899
H 3.300389 1.791279 -2.900217 -0.02 -0.02 -0.02 0.3015
C 0.269034 -1.156535 0.548882 0.02 -0.01 -0.21 -0.3810
B 1.339626 0.757540 -3.403783 -0.10 0.00 0.05 0.7120
H -3.418582 2.981194 -4.508715 -0.02 0.00 0.01 0.3687
N -1.295961 -1.965100 5.303901 0.01 0.01 -0.02 0.1229
H -1.348413 -0.017300 -0.021455 0.02 -0.08 0.08 0.1227
C 2.771694 0.924864 -0.523082 -0.08 -0.02 -0.03 -0.6118
C 2.869380 0.782727 -2.957065 -0.11 -0.04 0.12 -0.9821
C -1.894627 -2.313622 6.571826 -0.01 0.00 0.00 -0.9260
H -0.094357 -1.749262 1.393326 0.02 0.00 -0.02 0.2292
C -2.294747 1.999524 -1.716186 0.13 -0.14 -0.04 0.2073
O 0.753532 1.894047 -3.902429 -0.17 -0.06 0.09 -0.4982
H -1.841199 -3.389599 6.751767 -0.01 0.00 -0.01 0.3346
```
Positions in Å, forces in eV/Å.

***

Entry 2:
A 10-piece molecular cluster, C33H52N3O17 overall. Source: the OMol25 dataset; level of theory: wB97M-V/def2-TZVPD.

## Properties
HOMO in eV: -5.89
E_tot in a.u.: -2731.09196
Kohn-Sham gap in Eh: 0.18613
Total charge: -1
Energy relative to the best compared isomer or geometry (same formula, charge and spin) in kcal/mol: 41.8

XYZ file:
```
105
Properties=species:S:1:pos:R:3:forces:R:3:mulliken_charge:R:1
H -4.738257 7.950419 -3.519848 1.08 -1.98 0.92 0.2869
H -4.367257 4.390419 1.709152 0.04 -1.32 -2.40 0.2381
N 2.889743 -0.437581 -2.963848 -2.34 3.51 4.20 0.7632
H -4.086257 -1.022581 1.774152 -2.99 4.50 -9.40 0.6881
H -0.710257 -2.777581 -0.828848 0.02 0.37 -1.49 0.2111
O -5.232257 5.691419 -4.935848 1.85 1.15 2.11 -0.5961
C -4.376257 5.817419 -4.021848 -1.29 -3.16 -2.80 0.4182
H 5.523743 4.462419 -1.119848 0.80 2.68 1.62 0.5439
H -2.224257 3.596419 -2.310848 2.48 -4.78 1.22 1.3805
C 4.368743 -3.722581 -1.006848 0.36 -1.51 2.64 0.6440
H -0.289257 -6.323581 0.938152 0.29 1.96 -0.77 0.3189
H -3.998257 3.623419 -4.389848 1.61 2.49 1.83 0.3275
H 5.737743 3.068419 -1.664848 2.75 -2.81 -1.83 0.5452
O 1.691743 -0.158581 -3.259848 1.09 -1.47 -1.33 -0.5060
H 4.126743 -1.680581 1.213152 0.46 0.47 1.50 -0.3920
H -4.240257 0.886419 -0.918848 0.10 -0.76 -0.96 0.6035
C -0.155257 1.773419 -0.213848 0.27 -1.66 7.03 -0.1670
H 3.558743 4.806419 0.338152 3.06 3.99 2.59 0.6111
C 2.091743 -0.405581 3.737152 3.21 -0.50 4.72 -0.1559
C -4.010257 -3.039581 2.725152 -0.77 1.45 1.23 0.4059
H 5.485743 -2.369581 3.380152 2.00 -1.43 -0.26 0.5680
C -4.112257 2.582419 0.429152 -1.13 -0.44 -3.85 0.8265
H -2.741257 -1.477581 2.627152 0.77 0.86 -0.13 0.1464
H -0.238257 -5.474581 3.149152 0.93 -0.04 0.38 0.3648
H -0.836257 -3.979581 3.306152 -1.10 1.51 0.04 0.1775
H -3.228257 7.683419 -1.232848 -0.44 -1.10 -1.58 0.3441
H 0.334743 2.704419 -0.365848 0.79 0.22 -1.49 0.4003
H 5.105743 -5.153581 -2.389848 1.72 -1.02 0.06 0.4513
O -0.851257 1.503419 -3.720848 1.48 2.29 1.96 -0.6497
H 6.278743 -4.408581 -0.197848 -1.23 0.56 0.37 0.3992
C 4.991743 3.735419 -1.599848 -3.50 0.69 -1.61 -1.5675
O -2.302257 0.016419 -3.253848 -0.55 -0.08 0.08 -0.6413
H -4.987257 -3.332581 2.526152 -2.23 -0.16 -0.45 0.4611
C -4.557257 3.904419 0.645152 -3.39 7.46 0.21 -0.2498
H 2.522743 3.421419 0.730152 0.20 1.69 -0.93 0.1182
C -2.460257 5.697419 -1.664848 0.15 -2.65 -0.12 0.1879
H 4.525743 4.213419 -2.670848 1.31 -1.81 3.20 0.1691
C -5.349257 4.765419 -0.242848 1.03 -2.70 5.47 -0.2220
C 2.745743 -0.585581 2.398152 -5.12 1.57 -2.10 -0.1191
H -4.314257 -0.932581 3.225152 0.45 -0.67 0.73 0.4366
H 1.082743 0.143419 3.863152 1.96 -1.08 -0.45 0.3632
H 4.091743 2.301419 -0.062848 2.55 -3.35 3.39 0.4818
H 5.706743 -2.924581 0.540152 -0.52 -0.11 0.09 0.3345
C -3.836257 -3.433581 4.213152 -2.42 -2.36 -1.06 -1.3563
H -5.955257 2.252419 -2.399848 -2.05 -2.10 -3.95 0.7304
H 3.712743 -5.500581 -1.407848 -3.62 -5.34 2.50 0.6049
H -0.280257 -1.892581 -2.734848 0.09 -0.39 4.20 0.2517
H 4.884743 -4.575581 1.012152 0.88 1.71 -1.67 0.0980
C 3.915743 2.992419 -0.735848 -0.59 6.42 -4.07 0.4477
H 0.542743 -3.302581 1.196152 -0.40 1.19 -0.27 -0.4144
O -3.197257 -3.812581 1.939152 1.75 -1.64 -1.80 -0.4608
H 1.152743 0.246419 -1.095848 -1.95 1.83 -0.93 -0.1363
N 0.102743 0.590419 -1.015848 0.49 -0.45 -2.48 1.2348
N -1.671257 0.689419 -4.111848 0.09 -1.56 0.03 1.1497
H -0.492257 1.051419 -1.865848 2.16 -2.30 -0.65 -0.1963
C -0.191257 -2.006581 -1.457848 -2.98 1.57 -1.90 0.5254
C -5.969257 4.062419 -1.380848 -0.74 4.59 -2.24 0.4021
C 3.082743 4.059419 -0.056848 -3.71 -6.01 -0.49 -1.4022
C -4.182257 6.971419 -3.216848 2.13 2.42 4.65 -0.5061
C 4.192743 -1.518581 4.817152 1.88 1.28 3.91 0.3325
O 1.833743 -4.717581 1.660152 3.20 -1.46 1.18 -0.6679
C -4.523257 1.907419 -0.863848 -4.57 5.71 -1.31 -0.5126
H 0.852743 -4.136581 3.564152 3.77 1.22 3.32 0.7131
O -1.722257 5.656419 -0.668848 -1.46 0.66 -1.88 -0.5825
C -0.541257 -0.758581 -0.667848 -4.56 1.55 2.01 0.3525
O -1.390257 -0.707581 0.233152 2.66 -0.36 -2.29 -0.5639
H 3.727743 -4.380581 -2.827848 -0.57 -1.10 0.96 0.3231
C -0.221257 -5.218581 0.584152 -1.47 0.79 0.06 -1.1650
H 3.648743 1.843419 -2.141848 2.92 -3.90 -3.23 0.1441
C -3.354257 6.843419 -2.008848 -1.85 2.39 -2.43 -0.3405
H 0.768743 -2.039581 -1.148848 3.99 -0.91 0.03 -0.6928
H -3.998257 -4.559581 4.127152 -0.51 1.08 0.47 0.2911
C 3.955743 -1.342581 2.276152 2.39 -2.32 2.60 0.6126
C 2.914743 -0.780581 4.943152 -6.29 2.08 -1.49 -0.4263
H 0.138743 -5.058581 -0.469848 0.07 -0.69 1.01 0.3163
C 0.564743 -4.300581 1.565152 -2.67 -1.32 0.33 1.8374
H 3.141743 -2.374581 -0.797848 -0.92 5.19 -2.17 -0.0625
O -6.710257 4.739419 -2.173848 1.62 -2.61 2.27 -0.6178
H -1.249257 -4.734581 0.551152 0.75 -0.99 0.11 0.1505
O 3.175743 -3.203581 -0.485848 -0.24 -5.26 1.90 0.1868
C -3.583257 4.568419 -3.729848 2.32 -2.57 3.40 -0.2806
H -5.828257 5.694419 0.315152 1.22 -1.79 -1.96 0.2577
H 0.381743 1.447419 0.949152 -2.20 1.19 -3.10 -0.0218
H 4.837743 -3.061581 -1.565848 1.73 3.97 -2.71 0.7198
H -3.595257 -4.613581 1.521152 0.10 1.29 0.86 0.2741
H 2.375743 -4.468581 0.927152 0.33 0.60 -1.03 0.1677
C 5.323743 -3.872581 0.146152 1.39 -3.29 1.64 -1.1796
O 4.956743 -1.706581 5.837152 -2.77 0.22 -3.60 -0.6041
O -3.465257 2.039419 1.244152 2.06 -2.10 2.70 -0.5387
H -2.896257 -3.507581 4.617152 2.72 0.96 0.69 0.3896
C 4.635743 -1.807581 3.473152 -3.50 2.16 -4.79 -0.3067
H -1.265257 1.969419 -0.109848 1.36 -0.63 0.01 -0.1940
O 3.069743 -0.982581 -1.822848 -0.24 -1.75 0.08 -0.7533
O 3.822743 0.239419 -3.334848 1.58 0.01 -2.77 -0.7878
C -3.796257 -1.541581 2.459152 2.85 -5.28 9.55 -1.6225
C -2.626257 4.441419 -2.566848 -6.44 7.10 -5.46 -0.6595
H 2.427743 4.451419 -0.801848 -0.84 0.22 -0.42 0.2954
O -1.750257 0.490419 -5.307848 -1.06 -0.49 -1.07 -0.7116
O 3.137743 2.407419 -1.696848 -5.13 2.12 1.85 -0.3708
C 4.207743 -4.877581 -1.934848 1.05 5.77 -3.61 -2.0601
H 2.286743 -0.505581 6.025152 2.59 -1.13 -3.16 0.1795
O 2.041743 -0.187581 1.388152 2.98 -1.37 3.03 -0.2448
C 0.076743 -4.423581 3.045152 -3.61 -2.58 -4.35 -1.9498
H -4.543257 -3.019581 4.957152 0.27 -0.03 -0.67 0.3613
C -5.512257 2.745419 -1.677848 5.82 -4.05 6.04 -0.9098
```
Positions in Å, forces in eV/Å.

***

Entry 3:
C30H22F6GeN3O2PtSb as an isolated structure. Source: the OMol25 dataset; level of theory: wB97M-V/def2-TZVPD.

## Properties
HOMO in eV: -14.67
E_tot in a.u.: -4506.32407
Kohn-Sham gap in Eh: 0.25992
Total charge: +2
Energy relative to the best compared isomer or geometry (same formula, charge and spin) in kcal/mol: 0.0

XYZ file:
```
66
Properties=species:S:1:pos:R:3:forces:R:3:mulliken_charge:R:1
H -0.333029 2.430155 -1.686098 0.01 0.01 0.00 0.4525
C -0.485930 -1.390995 2.547930 -0.11 -0.03 -0.07 -0.1267
C 1.002455 -3.549385 -2.662242 0.03 -0.07 0.11 -0.4860
C 3.072590 -2.583716 2.830994 -0.02 -0.05 0.01 -0.8968
C 2.910351 -1.887713 1.642352 0.07 0.13 -0.04 -0.1785
H 6.440042 1.990861 -1.877277 0.00 0.00 -0.01 0.4212
F -4.067283 -2.541790 -1.622601 0.06 -0.04 -0.01 -0.4822
C 4.337988 -0.646514 -1.641724 -0.06 0.04 -0.03 -0.8260
F -3.507556 -0.359217 -3.479672 0.00 -0.07 0.02 -0.4825
C 0.365689 0.950004 3.733631 -0.01 -0.07 -0.06 0.9736
C 2.302172 -3.712793 3.082066 0.00 0.00 -0.02 -0.5328
C 3.233063 1.381394 -0.978235 -0.13 0.09 0.14 -0.0969
H 2.441998 -4.268916 3.999938 0.00 0.00 0.00 0.4936
C 0.582050 3.226444 1.984409 -0.02 -0.17 -0.02 0.5131
C 0.735197 -4.105343 -3.900419 0.03 0.02 -0.06 -0.8242
Ge 1.831378 -1.334368 -0.951300 0.16 -0.19 0.23 -0.2721
C 4.398503 2.090869 -1.230537 0.03 0.00 0.00 -0.5317
C 0.730913 -3.304969 -5.036342 0.01 0.00 0.03 -0.5130
C -0.067521 2.687071 -0.668371 0.00 -0.12 0.02 -0.1435
C 3.186000 0.010003 -1.180195 0.24 -0.25 -0.20 0.6470
N 1.257333 4.582538 4.041104 0.13 0.00 -0.03 1.0147
C 1.977903 -2.314048 0.692688 -0.09 -0.06 0.03 1.0574
F -1.103859 -0.082387 -2.176491 -0.18 -0.01 0.09 -0.8927
N -0.288466 -0.320023 1.795342 0.08 -0.06 -0.39 -0.1469
C 0.770095 2.231150 4.224078 0.01 0.05 0.06 -0.7161
C 1.277467 -2.182872 -2.553199 0.02 0.15 -0.19 1.2469
H 0.519045 -3.744586 -6.001878 0.00 -0.01 0.00 0.4484
N -0.045861 1.696897 0.215649 -0.01 0.19 -0.53 -0.2230
H 0.994158 2.368800 5.273731 0.00 -0.02 0.00 0.6132
H 2.369361 1.919709 -0.618958 -0.06 0.02 0.03 0.4383
F -1.411593 -1.999757 -0.637615 -0.29 0.22 -0.10 -0.8373
C 0.592828 4.262536 1.022938 -0.01 0.04 -0.03 -0.4892
C -0.251841 -1.359506 3.926652 -0.04 -0.04 -0.03 -1.1314
H -0.832348 -2.285736 2.048437 -0.02 0.08 0.04 0.7587
C 1.010128 -1.946588 -4.943710 -0.03 -0.05 -0.02 -0.8150
C 1.360988 -4.139671 2.151360 0.06 -0.01 0.01 -0.9051
O 1.729651 4.517155 5.147119 -0.05 -0.01 -0.01 -0.5683
H 0.536617 -5.164858 -3.986084 0.00 0.00 0.02 0.4467
H -0.422856 -2.260402 4.497814 0.00 0.01 0.01 0.5164
H 0.846615 5.268157 1.315980 0.00 -0.01 -0.01 0.6485
C 1.286082 -1.390176 -3.709307 0.02 0.12 0.06 -0.2496
H 0.360463 -0.166283 5.591159 0.00 0.02 0.00 0.5538
C 0.120722 0.835703 2.373733 0.09 0.01 0.16 -0.0808
H 0.765988 -5.022018 2.347592 0.00 -0.01 -0.01 0.4276
H 0.440595 -3.772475 0.264024 0.00 -0.03 -0.08 0.3549
H 4.420761 3.161455 -1.075412 0.00 0.00 0.00 0.4526
C 5.504013 0.061214 -1.886167 0.03 0.06 0.02 -0.7383
C 0.245561 1.954369 1.514593 0.01 0.05 0.03 0.3868
Pt -0.570501 -0.169675 -0.189540 -0.23 -0.08 0.72 1.4574
C 0.178599 -0.201762 4.524396 0.00 0.02 0.01 -0.6194
C 0.863619 3.296223 3.400661 0.00 0.10 0.04 -0.3357
H 6.383173 -0.458713 -2.241490 0.00 0.00 0.00 0.4484
H 1.019215 -1.333422 -5.834397 0.01 0.02 0.01 0.4509
O 1.077154 5.594943 3.399813 -0.05 0.00 0.03 -0.5918
H 1.028786 -4.194389 -1.796091 -0.02 -0.02 0.07 0.3757
C 1.195703 -3.441598 0.965102 0.02 -0.04 -0.05 -0.2258
H 3.531466 -1.020127 1.443667 0.00 -0.02 -0.01 0.4997
H 1.525497 -0.334225 -3.639099 0.00 -0.01 -0.04 0.4767
F -3.242626 -0.140767 -0.768974 -0.01 -0.03 0.00 -0.5661
C 5.533602 1.434157 -1.682329 -0.02 -0.04 0.00 -0.6020
H 4.336990 -1.718274 -1.825325 0.00 0.01 -0.01 0.4496
H 3.813943 -2.261520 3.550215 0.00 0.01 0.00 0.5005
F -1.834156 -2.535205 -3.192562 -0.03 0.12 -0.01 -0.4637
H 0.231502 4.771545 -1.021605 0.00 0.00 0.00 0.4864
C 0.251545 3.985283 -0.280550 0.04 0.05 -0.01 -0.9253
Sb -2.757966 -1.349412 -2.121549 0.32 -0.02 0.04 2.5053
```
Positions in Å, forces in eV/Å.

***

| no. | largest force on an atom (eV/Å) |
| --- | --- |
| 1 | 0.641 |
| 2 | 11.274 |
| 3 | 0.760 |